Entry 1:
DFT (the ωB97M-V functional and the def2-TZVPD basis) results for C39H34Br4N6O5PW as an isolated structure.

Structure (XYZ):
```
90
Properties=species:S:1:pos:R:3:forces:R:3:mulliken_spin:R:1
W -0.206358 -0.408677 0.334566 -1.8 -1.5 -0.3 1.09
C 1.098472 -1.407515 4.136128 0.0 0.3 0.0 0.02
C 0.586891 0.029650 4.017598 -0.2 -0.2 -0.4 -0.02
C -0.938188 0.168873 4.009399 0.2 0.0 0.1 0.05
C 1.285881 0.783580 2.857358 -0.1 0.0 0.7 0.01
C 2.709339 1.132889 3.270696 -0.3 0.2 0.1 0.00
O 3.516059 0.264076 2.481144 0.3 0.0 -0.3 0.02
C 2.794676 -0.138208 1.437421 -1.2 0.6 0.6 0.06
N 1.500448 0.045868 1.545237 1.1 0.1 0.8 0.04
C 3.638956 -0.545933 0.325814 0.7 -0.5 -0.7 0.00
C 4.990050 -0.790268 0.639951 -0.4 0.0 0.2 0.01
C 5.933244 -1.005339 -0.336364 0.1 -0.1 -0.2 0.00
C 5.567877 -0.934248 -1.673750 0.0 0.0 0.1 0.01
C 4.249612 -0.686600 -1.999903 0.0 -0.1 0.0 0.00
C 3.263241 -0.538207 -1.024145 0.1 0.1 0.2 0.01
P 1.569690 -0.164196 -1.581582 0.9 1.1 -0.7 0.24
C 1.481350 -1.183806 -3.108475 -0.2 0.0 0.2 0.02
C 0.779008 -0.716833 -4.218347 -0.1 -0.1 0.1 0.00
C 0.750433 -1.454461 -5.393030 -0.1 0.1 -0.1 0.00
C 1.414996 -2.668621 -5.469138 0.0 0.0 0.0 0.00
C 2.093677 -3.154226 -4.360208 0.0 -0.1 0.0 0.00
C 2.130485 -2.419561 -3.187869 -0.3 0.0 0.0 0.00
C 1.778442 1.535971 -2.228474 -0.1 0.1 0.3 -0.04
C 1.381594 2.568393 -1.373185 0.0 -0.2 -0.1 0.00
C 1.625970 3.891121 -1.707724 0.0 0.0 0.0 0.00
C 2.264489 4.194318 -2.901636 -0.1 0.0 0.1 0.00
C 2.641568 3.175355 -3.765421 0.0 0.0 -0.1 0.00
C 2.406818 1.850678 -3.432288 0.0 -0.1 0.0 0.00
H 0.700520 -1.881705 5.032933 0.0 0.0 0.0 0.00
H 2.190110 -1.412098 4.209118 0.0 -0.1 0.0 0.00
H 0.806617 -2.003333 3.276364 -0.1 -0.1 -0.1 0.00
H 0.912745 0.562877 4.916414 0.1 0.1 -0.1 0.00
H -1.393976 -0.182249 3.091226 -0.1 -0.1 -0.1 -0.02
H -1.212884 1.214119 4.167765 -0.1 0.0 -0.1 0.00
H -1.360714 -0.415671 4.828096 0.0 0.0 0.0 0.00
H 0.729858 1.688696 2.638606 -0.1 -0.1 -0.1 0.01
H 2.911685 0.938817 4.320850 0.0 0.0 0.0 0.00
H 2.971594 2.166306 3.034345 0.1 -0.1 0.0 0.00
H 5.282801 -0.785630 1.678727 0.1 -0.1 0.0 0.00
H 6.960892 -1.199454 -0.061106 0.0 0.0 0.0 0.00
H 6.305361 -1.066775 -2.453800 0.0 0.0 0.0 0.00
H 3.971519 -0.619200 -3.041324 0.0 0.0 0.0 0.00
H 0.256964 0.231353 -4.171250 0.2 0.0 -0.1 0.00
H 0.221327 -1.071664 -6.256448 0.0 0.0 0.0 0.00
H 1.405308 -3.235507 -6.390622 0.0 0.0 0.0 0.00
H 2.597302 -4.110700 -4.405813 0.0 0.0 0.0 0.00
H 2.644518 -2.815190 -2.323509 0.1 0.0 0.0 0.00
H 0.877339 2.326953 -0.445345 0.0 0.1 0.0 0.04
H 1.320353 4.680292 -1.032854 0.0 0.0 0.0 0.00
H 2.462600 5.225952 -3.160642 0.0 0.0 0.0 0.00
H 3.128382 3.414967 -4.701764 0.0 0.0 0.0 0.00
H 2.705198 1.068412 -4.118756 0.0 0.0 0.0 0.00
N -1.450197 0.907341 -2.291963 0.0 0.1 -0.2 0.04
N -2.195826 -0.178328 -2.769237 -0.1 -0.2 0.6 -0.01
C -1.890555 -1.424790 -2.342942 -0.3 0.1 -0.4 0.01
N -2.486619 -2.448019 -2.930082 0.3 0.0 0.2 0.00
N -0.968292 -1.553533 -1.374965 -0.1 0.1 -0.2 0.04
N -0.213350 -2.649277 -1.256887 0.3 0.0 0.6 -0.01
O -0.392462 -3.688202 -1.816703 -0.1 -0.7 -0.4 0.01
O 0.728176 -2.438437 -0.448225 -0.4 -0.1 -0.2 0.00
H -2.056355 1.566020 -1.812897 0.0 -0.1 0.2 0.00
H -1.036477 1.377038 -3.091641 0.0 0.1 0.1 0.00
H -3.160957 -0.012267 -3.021497 0.0 -0.1 -0.2 0.00
H -3.044908 -2.303765 -3.755774 0.0 0.0 0.0 0.00
H -2.108883 -3.362685 -2.723862 -0.3 -0.1 0.0 0.00
Br -6.259317 3.179346 1.575647 0.1 0.0 0.0 0.00
C -4.455759 2.653836 1.422914 0.0 0.1 0.1 0.01
C -3.439470 3.491993 1.885067 -0.2 0.0 -0.1 0.00
Br -3.847763 5.147395 2.689711 0.0 -0.1 0.0 0.00
C -2.102952 3.113026 1.721115 0.1 0.1 0.0 0.02
Br -0.663312 4.194728 2.288148 0.0 0.0 -0.1 0.00
C -1.808803 1.906077 1.126595 -0.4 -0.4 -0.1 -0.02
O -0.588615 1.412140 0.886009 0.4 1.1 0.3 -0.04
C -2.822905 1.015889 0.731257 0.2 0.4 0.1 0.07
O -2.393690 -0.124362 0.252480 0.8 -0.4 -0.3 0.06
C -4.146565 1.420817 0.839534 -0.1 -0.1 -0.1 -0.01
Br -5.463618 0.261585 0.143224 0.1 0.0 0.0 0.00
C -0.975517 -1.980368 1.482477 0.2 0.6 0.0 0.13
C -1.562667 -2.896576 2.024493 0.2 0.1 -0.1 0.14
C -2.264249 -3.919401 2.733291 -0.1 -0.1 0.1 -0.03
C -2.562577 -5.144212 2.132524 0.0 0.0 0.0 0.03
C -3.275597 -6.104889 2.829403 0.0 -0.1 0.0 -0.01
C -3.702035 -5.857861 4.126309 0.0 0.0 0.0 0.02
C -3.399318 -4.646872 4.733295 0.0 0.0 0.0 -0.01
C -2.681876 -3.683193 4.046954 0.0 0.0 -0.1 0.02
H -2.233427 -5.336927 1.119671 0.0 0.0 0.0 0.00
H -3.503023 -7.053966 2.361417 0.0 0.0 0.0 0.00
H -4.262046 -6.608646 4.667774 0.0 0.0 0.0 0.00
H -3.729005 -4.451671 5.745496 0.0 0.0 0.0 0.00
H -2.435737 -2.741064 4.518467 0.0 0.0 0.0 0.00
```
Positions in Å, forces in eV/Å.

The value obtained for the strongest force on any atom is 0.0462 Eh/bohr. For the HOMO energy (alpha / beta), the calculation gives -8.95 / -9.82 eV. Its relative energy (zero: lowest compared OMol25 entry of this formula, charge and spin) is 33.4 kcal/mol. As for the multiplicity: 3. Its total charge is +1. As for the expectation value of S²: 2.021. Its HOMO-LUMO gap (alpha / beta) is 5.38 / 6.26 eV.



Entry 2:
DFT (the ωB97M-V functional and the def2-TZVPD basis) results for C39H34BrF4IN4O4PPtS2 as an isolated structure.

Structure (XYZ):
```
91
Properties=species:S:1:pos:R:3:forces:R:3:mulliken_charge:R:1
Pt 0.583546 1.662835 0.474284 -0.1 -0.2 0.6 2.07
F 3.156923 1.765109 7.200224 0.1 0.1 0.1 -0.27
C 2.431454 1.546449 6.121520 0.1 0.0 0.1 0.51
C 1.663820 0.407846 6.030990 0.1 0.0 0.3 0.37
F 1.649661 -0.465797 7.024128 0.0 -0.1 0.1 -0.28
C 0.912674 0.189104 4.901280 -0.2 0.0 -0.3 -0.18
F 0.150700 -0.907530 4.911831 0.0 -0.1 -0.2 -0.38
C 0.918838 1.053324 3.807489 0.2 -0.1 0.0 0.52
P 0.005717 0.520360 2.292473 0.1 0.6 0.6 0.55
C 0.466645 -1.200713 2.000854 -0.1 -0.1 0.0 0.91
C -0.388405 -1.982066 1.221959 -0.3 -0.1 0.5 -0.42
C -0.052480 -3.292917 0.919394 -0.1 -0.1 0.4 -0.39
C 1.137903 -3.828551 1.392881 -0.1 0.0 0.2 -0.77
C 2.012310 -3.039218 2.131846 0.0 -0.1 -0.1 -1.03
C 1.688789 -1.723181 2.417368 0.0 0.0 0.1 -0.74
C -1.707099 0.574657 2.907292 -0.1 -0.1 -0.1 0.25
C -2.276730 1.837427 3.103724 0.0 -0.1 0.2 -0.33
C -3.564975 1.953411 3.605817 0.0 0.0 0.0 -0.82
C -4.294436 0.810046 3.914993 0.0 0.0 0.0 -0.57
C -3.724455 -0.445075 3.741921 0.0 0.0 0.0 -0.88
C -2.432376 -0.567175 3.246503 0.0 0.0 0.0 -0.11
C 1.666171 2.241159 3.947452 -0.2 -0.2 -0.1 -0.64
Br 1.635527 3.674129 2.722357 0.2 0.1 0.3 0.00
C 2.415672 2.465665 5.091694 0.0 0.1 -0.1 0.39
F 3.136692 3.569038 5.247581 0.0 0.0 -0.1 -0.31
H -1.307008 -1.560124 0.824721 0.2 -0.3 0.4 -0.08
H -0.721319 -3.893602 0.314524 0.0 0.0 0.0 0.45
H 1.394291 -4.857371 1.170338 0.0 0.0 0.0 0.45
H 2.947446 -3.451356 2.491633 0.0 0.0 0.0 0.49
H 2.394790 -1.109380 2.962818 0.0 0.0 0.1 0.64
H -1.709754 2.728651 2.870650 0.0 0.0 0.1 0.61
H -3.995276 2.936060 3.764776 0.0 -0.1 0.0 0.51
H -5.302228 0.897627 4.306575 0.1 0.0 0.0 0.43
H -4.282197 -1.336313 4.004526 0.0 0.0 0.0 0.47
H -1.989219 -1.550179 3.148005 0.0 0.1 0.0 0.46
C 3.438057 -5.322110 -2.454042 0.0 0.1 0.0 -1.62
C 2.360671 -4.267210 -2.424220 0.1 0.0 0.1 0.49
C 2.321665 -3.322073 -1.398164 0.2 0.0 -0.2 -0.68
C 1.345350 -2.341292 -1.369858 0.0 0.2 -0.5 -0.03
C 0.383031 -2.321917 -2.378452 0.4 -0.2 0.2 0.22
C 0.396895 -3.254076 -3.411225 0.1 0.0 0.0 -0.94
C 1.392537 -4.213837 -3.427880 0.0 -0.1 -0.1 -0.83
S -0.902243 -1.154569 -2.345026 -0.2 -0.5 -0.3 1.05
O -1.105218 -0.715905 -0.985734 -0.2 0.5 -0.3 -0.29
O -2.008513 -1.744048 -3.052533 -0.1 0.3 0.1 -0.84
N -0.298601 0.121075 -3.161207 0.2 0.6 -0.3 0.17
C -0.867176 1.447453 -2.837862 -0.2 -0.2 -0.3 0.88
C 0.047022 2.611008 -3.133884 -0.4 -0.1 -0.5 -0.93
C 1.349650 2.665936 -2.412588 0.5 0.0 0.8 0.33
O 2.361914 2.952129 -3.012000 0.1 0.1 -0.1 -0.70
O 1.358169 2.492985 -1.107472 0.7 0.9 -1.4 -0.50
H 3.770250 -5.573732 -1.445166 0.0 0.0 -0.1 0.37
H 4.312205 -4.959120 -3.003826 -0.1 0.0 0.0 0.29
H 3.093509 -6.231940 -2.945547 0.0 0.0 0.0 0.41
H 3.065452 -3.358207 -0.606502 -0.1 0.0 -0.1 0.59
H 1.319292 -1.597644 -0.579644 0.1 -0.1 -0.2 0.08
H -0.367533 -3.229561 -4.180577 0.1 0.0 0.1 0.53
H 1.414371 -4.941732 -4.231846 0.0 0.0 0.1 0.46
H -0.322676 -0.086715 -4.158485 0.1 0.1 0.1 0.44
H -1.119028 1.428152 -1.794656 0.0 -0.1 0.4 -1.27
H -1.787610 1.579410 -3.403975 -0.3 0.1 0.0 0.47
H -0.470720 3.534401 -2.856877 -0.2 0.0 -0.1 0.43
H 0.269926 2.645385 -4.199608 0.0 0.2 0.0 0.39
I 3.405632 1.058666 0.724039 -0.4 -0.2 0.0 0.16
C 3.946248 0.697777 -1.297252 0.1 -0.1 0.0 0.43
C 5.276789 0.874424 -1.640019 0.0 0.1 0.0 -0.70
C 5.595918 0.641392 -2.968849 0.1 0.0 0.1 -0.47
C 4.594622 0.279239 -3.856682 -0.1 0.0 0.0 -0.98
C 3.305347 0.132275 -3.376739 0.0 -0.1 0.2 -0.16
N 2.987944 0.317913 -2.088463 0.1 -0.2 -0.2 0.24
H 6.019026 1.195869 -0.920200 -0.1 -0.1 -0.1 0.46
H 6.620265 0.747473 -3.303115 0.0 0.0 0.0 0.40
H 4.809858 0.121569 -4.905513 0.0 0.0 0.1 0.47
H 2.485690 -0.144353 -4.031900 0.0 0.0 0.1 0.40
C -4.343976 -0.284713 -0.144857 0.0 0.0 0.0 -0.87
C -3.998565 1.116159 -0.522657 -0.1 -0.3 0.1 1.47
C -4.748463 1.945264 -1.305010 -0.2 0.0 -0.1 -1.27
C -4.261380 3.230815 -1.558451 0.3 0.4 0.0 0.75
N -3.104361 3.672069 -1.040063 -0.3 0.0 0.0 -0.56
C -2.406152 2.857158 -0.261499 0.1 0.5 -0.1 0.61
S -0.948297 3.404938 0.502737 -0.2 -0.3 -0.6 -0.55
N -2.850277 1.612725 -0.028402 0.1 -0.5 0.1 1.40
C -5.005906 4.167763 -2.458714 0.1 0.0 0.1 -1.28
H -5.313736 -0.563582 -0.546634 0.0 0.0 0.0 0.49
H -4.362859 -0.385195 0.946028 0.0 0.0 -0.1 0.10
H -3.585209 -0.967123 -0.537403 0.0 0.0 0.0 0.03
H -5.693248 1.610993 -1.713698 0.1 0.0 0.0 0.49
H -2.252119 1.006322 0.519404 0.0 -0.1 0.1 -1.91
H -6.085018 4.032757 -2.371086 0.1 0.0 0.0 0.40
H -4.727442 3.960673 -3.497663 0.0 0.0 0.1 0.28
H -4.732591 5.196141 -2.234902 0.0 0.0 0.0 0.37
```
Positions in Å, forces in eV/Å.

The value obtained for the strongest force on any atom is 0.0345 Eh/bohr. For the HOMO energy, the calculation gives -11.18 eV. Its relative energy (zero: lowest compared OMol25 entry of this formula, charge and spin) is 29.6 kcal/mol. Its total charge is +1. Its HOMO-LUMO gap is 7.65 eV.



Entry 3:
DFT (the ωB97M-V functional and the def2-TZVPD basis) results for C39H34Cl5CuF3N2OSSbSi as an isolated structure.

Structure (XYZ):
```
88
Properties=species:S:1:pos:R:3:forces:R:3:mulliken_spin:R:1
Cu 0.426863 -0.604715 0.655380 0.4 -0.3 -0.2 0.57
C 5.005009 -4.139621 0.931772 0.0 0.1 0.1 0.00
Si 3.607899 -5.082389 0.115806 0.2 -0.1 -0.1 0.00
C 2.417685 -5.742754 1.398755 -0.2 0.0 0.0 0.00
C 4.368423 -6.593670 -0.721835 0.1 -0.1 0.0 0.00
C 2.827538 -4.064760 -1.264065 -0.2 0.1 0.1 0.00
C 2.953029 -4.454594 -2.591001 0.0 -0.1 0.1 0.00
C 2.387635 -3.701640 -3.614269 0.0 0.0 0.0 0.00
C 1.710643 -2.551971 -3.261058 0.0 0.1 0.1 0.00
N 1.571912 -2.130475 -2.002503 0.0 0.0 -0.1 0.01
C 2.111261 -2.860662 -1.020323 0.1 0.0 -0.2 0.01
S 1.960234 -2.277144 0.623327 -0.1 0.0 0.1 0.09
H 5.605554 -4.812580 1.555033 -0.1 0.1 -0.1 0.00
H 4.617918 -3.335124 1.562537 0.1 -0.1 -0.1 0.00
H 5.663147 -3.693566 0.179363 0.0 0.0 0.1 0.00
H 2.953482 -6.400453 2.093509 0.0 0.1 -0.1 0.00
H 1.616749 -6.325524 0.930969 0.1 0.0 0.0 0.00
H 1.958635 -4.933608 1.967963 0.0 0.0 0.0 0.00
H 4.848721 -7.238368 0.024279 -0.1 0.1 -0.1 0.00
H 5.135814 -6.308965 -1.451558 -0.1 -0.1 0.1 0.00
H 3.609122 -7.190268 -1.239847 0.1 0.0 0.0 0.00
H 3.495282 -5.362098 -2.837224 0.0 0.0 0.0 0.00
H 2.463585 -3.999880 -4.651759 0.0 0.0 0.0 0.00
H 1.261160 -1.920784 -4.024888 0.0 0.0 0.0 0.00
C -2.125247 0.562863 0.417807 0.3 -0.1 -0.1 0.00
O -0.844029 0.434788 -0.174200 -0.7 0.1 0.2 0.10
H -2.651691 1.433149 0.011129 0.1 0.0 0.0 0.00
H -2.058452 0.692637 1.503763 0.0 0.0 0.0 0.00
H -2.758553 -0.319253 0.232848 0.1 0.0 0.0 0.00
F -3.657010 5.872983 3.957778 0.1 0.1 -0.1 0.00
C -2.588281 6.063162 3.165092 0.0 0.0 0.0 0.00
F -1.835597 7.029937 3.735105 -0.1 0.0 0.0 0.00
F -3.036389 6.558372 1.995161 0.0 0.0 0.1 0.00
C -1.793883 4.806050 2.962904 0.0 0.0 0.1 0.00
C -0.770540 4.799202 2.029190 0.0 0.0 0.0 0.00
C -0.038346 3.632081 1.878104 0.0 -0.1 0.1 0.00
N -0.271789 2.532297 2.590616 -0.1 0.1 0.0 0.00
C -1.262894 2.552007 3.475804 0.2 0.0 -0.1 0.00
C -2.055790 3.669450 3.705955 0.0 -0.1 0.0 0.00
H -0.559317 5.676437 1.431159 0.0 0.0 0.0 0.00
H 0.768827 3.566965 1.155659 0.0 0.0 0.0 0.00
H -1.427891 1.627535 4.025481 0.0 0.1 0.0 0.00
H -2.859630 3.645347 4.429104 0.1 0.0 0.0 0.00
Cl -1.365705 -2.089864 2.825252 0.0 0.0 0.0 0.00
C -0.017674 -1.189109 3.469443 0.0 0.0 0.1 -0.04
C 0.732283 -0.432883 2.589491 0.0 0.0 0.1 0.22
C 1.786983 0.291524 3.123654 -0.1 0.0 0.1 -0.01
Cl 2.746425 1.262168 2.052133 0.0 0.0 0.0 0.01
C 2.082095 0.281608 4.483304 0.0 0.0 0.0 0.01
Cl 3.372633 1.238421 5.119088 0.0 0.0 0.0 0.00
C 1.312008 -0.502620 5.346168 0.0 0.0 -0.1 -0.01
Cl 1.670100 -0.542940 7.034581 0.0 0.0 0.0 0.00
C 0.252756 -1.248375 4.837049 0.0 0.0 0.0 0.01
Cl -0.703417 -2.225164 5.892689 0.0 0.0 0.0 0.00
C -1.346074 0.298012 -7.936479 0.0 0.0 0.0 0.00
C -1.369626 -0.924537 -7.278345 0.0 0.0 0.1 0.00
C -1.309808 -0.973149 -5.887220 0.1 0.1 0.0 0.00
C -1.234263 0.194393 -5.122676 0.0 0.0 0.0 0.00
C -1.185918 1.411589 -5.808921 -0.1 -0.1 0.0 0.00
C -1.249005 1.469908 -7.196860 0.0 0.0 0.1 0.00
Sb -0.940629 0.262068 -2.927225 -0.2 -0.1 -0.2 0.03
C -2.621079 1.624332 -2.702817 0.1 0.0 0.1 0.00
C -3.927335 1.235129 -2.405992 0.1 0.1 -0.1 0.00
C -4.929791 2.179463 -2.218219 0.0 0.0 0.0 0.00
C -4.644212 3.535495 -2.315865 0.0 -0.1 0.0 0.00
C -3.348812 3.940363 -2.604448 0.0 0.0 0.0 0.00
C -2.350390 2.991188 -2.790766 0.0 -0.1 0.0 0.00
C -2.060624 -1.562248 -2.605515 0.0 0.0 0.0 -0.01
C -3.189815 -1.883911 -3.362824 0.1 0.0 0.1 0.00
C -3.891972 -3.062527 -3.136823 0.0 0.0 0.0 0.00
C -3.472383 -3.948858 -2.153684 0.0 0.0 0.0 0.00
C -2.348335 -3.649798 -1.395717 0.0 0.1 -0.1 0.00
C -1.654461 -2.466795 -1.623241 0.0 0.1 0.0 -0.03
H -1.397970 0.336681 -9.019365 0.0 0.0 0.1 0.00
H -1.433754 -1.845292 -7.848613 0.0 0.0 0.0 0.00
H -1.317420 -1.940444 -5.396417 0.0 0.0 0.0 0.00
H -1.106664 2.339279 -5.246768 0.0 0.0 -0.1 0.00
H -1.217152 2.429142 -7.702823 0.0 0.0 0.0 0.00
H -4.168942 0.185516 -2.300424 0.0 0.0 0.0 0.00
H -5.937580 1.854155 -1.987681 0.0 0.0 0.0 0.00
H -5.423209 4.270467 -2.155278 0.0 0.0 0.0 0.00
H -3.112164 4.995751 -2.675476 0.0 0.0 0.0 0.00
H -1.337624 3.327133 -2.996476 0.0 0.0 0.0 0.00
H -3.532149 -1.208164 -4.136905 0.0 0.0 0.0 0.00
H -4.769499 -3.287202 -3.733464 0.0 0.0 0.0 0.00
H -4.019603 -4.868102 -1.979382 0.0 0.0 0.0 0.00
H -2.002392 -4.332935 -0.628496 0.0 0.0 0.0 0.00
H -0.776731 -2.254568 -1.029067 0.0 0.0 0.0 0.03
```
Positions in Å, forces in eV/Å.

The value obtained for the strongest force on any atom is 0.0135 Eh/bohr. For the HOMO energy (alpha / beta), the calculation gives -5.29 / -5.25 eV. Its relative energy (zero: lowest compared OMol25 entry of this formula, charge and spin) is 10.7 kcal/mol. As for the multiplicity: 2. Its total charge is -1. As for the expectation value of S²: 0.755. Its HOMO-LUMO gap (alpha / beta) is 7.60 / 7.16 eV.